Molecular formula: C5H4IN
Method: DFT, the ωB97M-V functional and the def2-TZVPD basis

Properties
**E_LUMO (spin up / spin down)**: -1.155 / -1.155 eV
**Energy relative to the best compared isomer or geometry (same formula, charge and spin)**: 26.55 kcal per mole
**Frontier orbital gap (spin up / spin down)**: 6.61 / 6.61 eV
**Total charge**: 0
**Calculated total energy**: -545.1883 a.u.
**F_max**: 5.1 eV Å⁻¹
**E_HOMO (spin up / spin down)**: -0.285 / -0.285 Ha

Cartesian coordinates (Å):
C 0.58 -1.13 -0.16
C 1.39 0.01 0.02
C -0.84 -1.14 -0.05
C -1.53 -0.09 0.41
C 0.90 1.27 -0.03
N 0.46 2.40 -0.14
I -3.56 -0.28 0.05
H 1.21 -1.94 -0.32
H 2.51 0.08 0.11
H -1.09 -2.19 -0.37
H -0.03 3.02 0.47